Record 1
{
  "formula": "C16H51N3O12YZr",
  "method": "wB97M-V/def2-TZVPD",
  "gap_ha": 0.05844,
  "charge": 3,
  "lumo_ev": -12.395,
  "species": ["Zr", "Y", "O", "C", "C", "O", "H", "H", "H", "H", "O", "C", "C", "O", "H", "H", "H", "H", "C", "C", "C", "O", "C", "N", "H", "H", "H", "H", "H", "H", "H", "H", "H", "H", "H", "C", "C", "C", "O", "C", "N", "H", "H", "H", "H", "H", "H", "H", "H", "H", "H", "H", "C", "C", "C", "O", "C", "N", "H", "H", "H", "H", "H", "H", "H", "H", "H", "H", "H", "O", "H", "H", "O", "H", "H", "O", "H", "H", "O", "H", "H", "O", "H", "H"],
  "positions_angstrom": [[2.20550, 0.55814, 3.37243], [0.14376, 5.80602, 2.26980], [3.51891, 1.99476, 2.33481], [3.87045, 3.09458, 1.66669], [3.50930, 4.57511, 2.07538], [2.30611, 4.86343, 2.79977], [3.44037, 3.01007, 0.66870], [4.94540, 2.91499, 1.64830], [3.65449, 5.34297, 1.31551], [4.22526, 4.83737, 2.85431], [-0.53319, 3.88637, 0.99424], [-0.02874, 2.77104, 0.17090], [-0.00544, 1.24814, 0.64502], [0.72046, 0.67848, 1.71858], [0.93952, 3.05133, -0.24384], [-0.68723, 2.80786, -0.69693], [0.19664, 0.62773, -0.22812], [-1.08100, 1.12417, 0.77113], [2.03086, 0.21641, -4.29013], [3.02606, -0.39327, -3.22927], [3.18828, 0.54927, -1.96267], [3.95495, 1.66655, -2.14452], [5.28959, 1.23879, -2.37531], [2.61899, -1.71981, -2.89587], [2.21737, 1.25977, -4.54448], [1.00389, 0.07245, -3.95441], [1.90888, -0.43403, -5.15624], [3.98137, -0.59513, -3.71376], [3.65172, -0.03232, -1.16576], [2.19482, 0.78497, -1.58111], [5.49465, 0.62651, -3.25347], [5.72430, 0.84874, -1.45499], [5.95891, 2.09251, -2.48149], [2.94598, -1.82541, -1.94611], [1.61051, -1.77508, -2.89194], [-4.04261, -3.18607, 0.24422], [-4.84170, -1.94392, -0.29564], [-3.99226, -0.63922, -0.44100], [-4.71647, 0.40974, -1.15181], [-4.25893, 1.76073, -0.83122], [-5.13296, -2.24303, -1.69060], [-4.50176, -4.11147, -0.10352], [-3.87624, -3.14056, 1.32049], [-3.07172, -3.23733, -0.24857], [-5.79747, -1.80154, 0.20868], [-3.01200, -0.90506, -0.83661], [-3.95886, -0.39665, 0.62114], [-4.15392, 1.94389, 0.23813], [-4.81261, 2.58499, -1.28083], [-3.22505, 1.80013, -1.17420], [-4.26057, -2.73606, -1.81692], [-5.07526, -1.38648, -2.22267], [-0.42616, -5.26772, 2.39796], [-1.07754, -4.87099, 1.13998], [-0.14238, -4.14272, 0.14750], [-0.86204, -3.11480, -0.48793], [-0.25045, -2.57548, -1.62306], [-1.69234, -5.94674, 0.44819], [0.28093, -6.08111, 2.23512], [-1.00620, -5.71783, 3.20361], [-0.02190, -4.48036, 3.03414], [-1.95503, -4.33134, 1.49620], [0.37499, -4.88455, -0.46087], [0.61099, -3.53599, 0.64989], [0.65730, -2.13178, -1.21413], [-0.80423, -1.84461, -2.21235], [0.05053, -3.34300, -2.33610], [-0.89868, -6.57074, 0.47689], [-2.41241, -6.39740, 0.99453], [-3.27655, 3.30058, 2.59999], [-3.77399, 2.56135, 2.94975], [-2.59531, 2.89805, 2.06137], [1.34371, 6.06026, 0.13594], [2.22762, 6.42355, 0.19024], [1.36478, 5.49170, -0.63382], [-1.62100, -1.22500, 1.96965], [-0.93820, -0.55868, 1.89191], [-1.45983, -1.82031, 1.23763], [-2.14310, 5.82997, 2.57048], [-2.67448, 6.37214, 3.15352], [-2.58314, 4.97993, 2.56588], [3.16784, -0.96140, 2.07897], [3.10808, -1.91434, 2.01142], [4.01696, -0.74622, 1.69306]],
  "forces_ev_per_a": [[-0.179, 4.243, -9.205], [2.345, -4.481, -2.802], [-4.912, -5.484, 5.809], [0.366, 1.777, -2.620], [-0.296, 0.759, 3.706], [-2.660, 0.097, -1.404], [0.184, -0.313, -0.525], [0.409, 1.220, -0.618], [0.208, -0.822, -0.794], [0.714, -0.056, -0.236], [1.134, 0.033, 1.562], [0.681, 1.586, 0.718], [-1.474, 1.516, -0.912], [3.087, 0.376, 4.775], [0.470, -0.031, 0.232], [-0.202, -0.733, -0.045], [0.401, 0.184, -0.229], [-0.186, -0.671, 0.815], [0.134, -1.029, 0.804], [-0.296, 1.538, -1.458], [-0.882, -1.842, -0.860], [0.760, 0.661, -0.674], [1.553, 1.441, 0.389], [-0.600, -0.221, 0.780], [0.050, -0.230, -0.084], [-0.249, 0.636, 0.861], [1.039, 0.206, -0.425], [0.225, 0.911, 0.023], [0.261, -0.686, 0.385], [-0.258, 0.469, -0.202], [-0.506, -0.206, 0.272], [-0.288, -0.961, 0.132], [-0.533, 0.541, -0.408], [-0.154, -0.921, 0.273], [-0.014, -0.162, 0.100], [-0.208, 1.337, -0.337], [0.125, -0.057, -1.253], [-1.672, 0.313, 2.301], [0.510, 0.272, 0.812], [1.120, -1.575, -0.041], [0.504, -1.003, 0.087], [-0.543, 0.091, 0.484], [-0.223, -0.216, -0.002], [0.159, 0.347, 0.071], [0.271, 0.381, 0.471], [0.089, 0.308, -0.323], [0.877, 0.923, 0.211], [-0.608, -0.228, 0.341], [-0.412, -0.691, -0.220], [0.275, 0.354, -0.408], [-0.082, -0.536, -1.811], [-0.431, 0.026, -0.398], [1.438, -1.148, 2.141], [-1.650, 1.714, 0.570], [-0.378, 0.883, 1.533], [-2.073, -0.209, -1.022], [1.284, -0.462, 0.186], [0.839, -1.243, -0.800], [0.755, 0.251, -0.079], [-1.203, -0.238, -0.634], [0.747, 0.525, -0.620], [0.356, 1.403, -0.511], [-0.289, 0.111, -0.604], [0.819, -0.487, 0.751], [0.449, 0.506, -0.456], [-0.591, 0.046, 0.669], [0.020, -0.264, -0.006], [-0.326, -1.378, -0.859], [-0.184, 0.040, 0.142], [0.440, 0.455, 0.025], [-0.461, -0.048, 0.285], [0.340, -0.099, -0.461], [-0.458, 0.469, 1.080], [0.469, 0.380, -0.070], [-0.434, -0.386, -0.375], [0.019, 0.248, 0.658], [0.084, 0.011, -0.055], [-0.055, -0.574, -0.620], [1.337, 1.051, 0.303], [-0.471, 0.517, 0.238], [-0.915, -1.648, -0.226], [-0.269, 0.618, 1.174], [-0.460, -0.939, 0.025], [0.738, 0.499, -0.499]],
  "mulliken_charge": [1.817, 1.883, -0.588, 0.097, -0.562, -0.726, 0.067, 0.331, 0.273, 0.327, -0.588, -0.834, 0.424, -0.430, 0.182, 0.505, 0.137, 0.005, -1.382, 0.456, -0.020, -0.370, -0.772, -0.624, 0.365, 0.306, 0.412, 0.282, 0.199, -0.144, 0.305, 0.301, 0.334, 0.215, 0.190, -0.843, 0.241, -0.092, -0.472, -0.543, -0.754, 0.372, 0.507, -0.259, 0.469, 0.008, 0.311, 0.095, 0.376, 0.255, 0.285, 0.337, -1.756, 1.144, -0.743, -0.030, -1.484, -0.627, 0.388, 0.429, 0.297, -0.209, 0.484, 0.132, 0.377, 0.470, 0.501, 0.314, 0.310, -0.753, 0.356, 0.244, -0.511, 0.338, 0.312, -0.672, 0.098, 0.350, -0.528, 0.367, 0.464, -0.395, 0.333, 0.334]
}



Record 2
{
  "formula": "C4H8NS",
  "method": "wB97M-V/def2-TZVPD",
  "gap_ha": 0.29146,
  "charge": 1,
  "lumo_ev": -6.240,
  "species": ["C", "C", "C", "C", "N", "S", "H", "H", "H", "H", "H", "H", "H", "H"],
  "positions_angstrom": [[2.10961, -0.61712, 0.15362], [0.40059, 0.88832, 0.44650], [-0.77422, 1.12095, -0.46748], [-1.76971, -1.39964, -0.09112], [0.90677, -0.37401, 0.15177], [-2.33392, 0.12388, 0.10943], [2.38589, -1.56706, -0.35577], [2.79987, 0.04568, 0.43567], [1.17020, 1.73585, 0.47489], [0.05045, 0.92263, 1.46284], [-1.27047, 2.11803, -0.47587], [-0.57588, 0.68445, -1.38713], [-0.71526, -1.47592, -0.38856], [-2.38391, -2.20604, -0.06879]],
  "forces_ev_per_a": [[-0.225, -3.832, -2.259], [0.368, 2.576, 1.465], [-2.135, 0.931, 2.071], [1.426, 3.388, -0.803], [-1.961, -0.941, -0.700], [1.487, -0.952, -0.446], [0.313, 0.488, 1.002], [3.025, 2.613, 1.137], [-0.918, -0.843, -0.698], [-0.311, -0.150, 0.727], [0.998, -0.496, -0.265], [0.125, -0.239, -2.031], [-0.273, -0.189, 0.200], [-1.919, -2.354, 0.600]],
  "mulliken_charge": [-0.426, -0.474, -0.837, -0.133, -0.230, 0.207, 0.239, 0.327, 0.436, 0.334, 0.423, 0.454, 0.309, 0.371]
}



Record 3
{
  "formula": "C13H23N4O2P2V",
  "method": "wB97M-V/def2-TZVPD",
  "gap_ha": [0.25389, 0.26293],
  "charge": 1,
  "lumo_ev": [-4.058, -3.948],
  "spin_multiplicity": 4,
  "species": ["V", "P", "C", "C", "N", "C", "C", "C", "C", "C", "P", "H", "H", "H", "H", "H", "H", "H", "H", "O", "H", "H", "O", "H", "C", "H", "H", "H", "C", "H", "H", "H", "C", "H", "H", "H", "C", "H", "H", "H", "N", "C", "N", "C", "N"],
  "positions_angstrom": [[0.02719, 0.01753, 0.65766], [2.07099, -1.00317, 0.92276], [2.37569, -1.46777, -0.88554], [1.07649, -1.77057, -1.62114], [-0.05391, -1.21097, -1.11284], [-1.23211, -1.43037, -1.75344], [-1.32021, -2.20857, -2.91104], [-0.15081, -2.77127, -3.42974], [1.06669, -2.55067, -2.78044], [-2.47301, -0.82157, -1.11394], [-2.04991, 0.68043, -0.04294], [1.98239, -2.97067, -3.16994], [-2.27061, -2.37537, -3.39584], [-0.18731, -3.37307, -4.32604], [-3.20391, -0.54057, -1.87224], [-2.93181, -1.58137, -0.48124], [2.83909, -0.64237, -1.36664], [3.06549, -2.30947, -0.94074], [1.79229, 3.83413, -1.73924], [2.63229, 3.70613, -2.33734], [2.38649, 4.04123, -3.24384], [-1.52311, 4.88363, 0.31296], [-1.13801, 5.68723, -0.16674], [-1.58641, 6.48713, 0.24036], [-2.27121, 2.07193, -1.29244], [-3.25411, 2.01673, -1.76024], [-2.17561, 3.03883, -0.79834], [-1.51151, 1.99843, -2.07144], [-3.61151, 0.84543, 0.99546], [-3.56951, 1.75863, 1.58986], [-4.49401, 0.88483, 0.35696], [-3.70721, -0.00637, 1.66896], [2.13909, -2.68607, 1.76076], [3.06129, -3.20577, 1.50136], [2.09839, -2.56607, 2.84356], [1.29269, -3.29497, 1.44266], [3.72599, -0.23297, 1.37866], [3.75279, -0.00197, 2.44346], [4.54219, -0.91697, 1.14606], [3.87559, 0.68813, 0.81416], [-0.38191, -0.08077, 2.61586], [-0.35181, 0.17603, 3.74876], [-0.33971, 0.57633, 5.07996], [-0.10401, -0.31967, 6.11136], [0.09019, -1.05347, 6.98196]],
  "forces_ev_per_a": [[0.224, 0.174, 0.785], [3.271, -1.759, -0.072], [-0.955, -0.785, 0.803], [0.386, -0.085, 0.111], [-0.034, -0.399, -0.577], [-0.397, 0.094, -0.044], [0.754, 0.178, 0.372], [0.044, 0.365, 0.548], [-0.730, 0.298, 0.313], [0.624, 0.304, 0.054], [-3.602, 0.854, -1.399], [0.048, 0.021, 0.083], [-0.059, 0.066, 0.065], [-0.006, -0.031, -0.046], [-0.011, -0.041, -0.011], [-0.072, 0.012, 0.163], [0.559, 0.928, -0.421], [-0.013, -0.036, -0.075], [2.427, -0.085, -2.026], [-2.659, 0.520, 0.496], [0.189, -0.423, 1.564], [0.728, 2.040, -0.822], [-1.462, -0.503, 1.510], [0.752, -1.550, -0.640], [0.184, -0.633, 0.525], [-0.018, -0.072, 0.088], [0.042, -0.063, -0.024], [0.038, 0.015, 0.048], [0.786, -0.118, -0.389], [0.099, -0.050, -0.019], [0.099, 0.012, -0.120], [0.140, 0.036, 0.006], [-0.134, 0.784, -0.318], [0.044, 0.132, -0.071], [-0.074, 0.087, -0.042], [-0.044, 0.073, 0.012], [-0.793, -0.285, -0.216], [-0.101, -0.021, -0.025], [-0.095, -0.088, -0.005], [-0.098, -0.009, 0.025], [-0.094, 0.068, -1.616], [0.251, 1.022, 7.653], [0.028, -2.066, -3.913], [-0.224, 0.761, -2.299], [-0.042, 0.256, -0.034]],
  "mulliken_spin": [3.083, -0.095, 0.001, 0.015, -0.052, -0.006, 0.010, 0.003, 0.005, 0.019, -0.103, 0.000, 0.000, 0.000, 0.000, 0.004, 0.004, 0.000, 0.000, 0.000, 0.000, 0.000, 0.000, 0.000, 0.015, -0.001, -0.001, 0.000, 0.024, -0.002, 0.000, -0.004, 0.028, 0.001, 0.002, -0.006, 0.009, 0.000, 0.000, -0.004, -0.072, 0.093, 0.025, -0.004, 0.008]
}



Record 4
{
  "formula": "C6H16N2",
  "method": "wB97M-V/def2-TZVPD",
  "gap_ha": 0.35979,
  "lumo_ev": 1.076,
  "smiles": "CC[C@@H](C)C(C)(N)N",
  "species": ["C", "C", "C", "C", "C", "C", "N", "N", "H", "H", "H", "H", "H", "H", "H", "H", "H", "H", "H", "H", "H", "H", "H", "H"],
  "positions_angstrom": [[-2.67865, -0.81956, 0.39256], [-1.41152, -0.07309, 0.78460], [-0.22771, -0.16476, -0.36843], [-0.55231, 0.82637, -1.47803], [1.10352, 0.05805, 0.32938], [2.22093, -0.18349, -0.91748], [1.18159, 1.36005, 0.92118], [1.43551, -0.90411, 1.33986], [-3.09542, -0.42481, -0.53413], [-2.46626, -1.88014, 0.25094], [-3.43709, -0.74945, 1.17298], [-1.10182, -0.43278, 1.76785], [-1.63232, 0.98569, 0.92913], [-0.25121, -1.18518, -0.75932], [-1.40356, 0.46680, -2.05108], [0.27627, 0.98554, -2.16341], [-0.81189, 1.79728, -1.05951], [2.37758, 0.75300, -1.44807], [3.15666, -0.46858, -0.44060], [1.97387, -0.97315, -1.62277], [2.04575, 1.45897, 1.43962], [1.11728, 2.09209, 0.22602], [0.99959, -0.68114, 2.22505], [1.18120, -1.84361, 1.06367]],
  "forces_ev_per_a": [[0.166, 0.000, -0.072], [0.730, 0.045, -1.374], [-2.333, 0.263, 2.519], [0.043, -0.083, 0.136], [1.801, -0.794, -3.153], [-0.497, 0.563, 1.991], [-0.029, 0.189, 0.228], [0.258, -0.203, 0.453], [-0.107, -0.058, -0.026], [-0.026, -0.062, -0.086], [-0.057, 0.080, -0.034], [0.383, -0.102, -0.245], [0.027, 0.031, -0.052], [0.135, -0.007, 0.004], [-0.089, 0.089, -0.092], [0.053, -0.147, -0.119], [-0.089, 0.101, 0.048], [-0.047, 0.013, -0.120], [0.107, 0.098, 0.061], [-0.385, -0.034, 0.021], [0.066, 0.052, -0.126], [0.060, -0.008, 0.065], [-0.180, -0.045, -0.067], [0.012, 0.022, 0.039]],
  "mulliken_charge": [-1.282, -0.416, 0.111, -1.672, 0.924, -1.593, -0.683, -0.724, 0.298, 0.320, 0.386, 0.291, 0.307, 0.364, 0.401, 0.406, 0.387, 0.333, 0.502, 0.298, 0.286, 0.240, 0.277, 0.242]
}



Here are the calculated energy above the lowest of the compared OMol25 structures with the same formula, charge and spin numbers, same order: 333.93 217.55 38.24 45.15 (kJ/mol).